239
Properties=species:S:1:pos:R:3:forces:R:3 method="wB97M-V/def2-TZVPD" de_lowest_kcal_mol=0.0 homo_energy_ev=-8.251 gap_ha=0.284
C -3.790 -2.892 -3.769 0.754 0.457 0.602
C -2.319 -2.607 -4.064 -0.270 -0.079 -0.425
C -1.387 -2.998 -2.908 -0.128 -0.022 -0.368
O -0.617 -4.062 -3.462 0.328 -0.851 -1.468
C -0.882 -4.236 -4.805 0.549 0.178 -1.775
O -0.247 -4.921 -5.600 -1.618 1.469 2.527
O -1.955 -3.423 -5.198 2.168 -1.455 1.280
H -4.386 -3.213 -4.623 0.157 0.578 -0.168
H -4.155 -2.004 -3.253 -0.637 -0.164 -0.059
H -3.810 -3.738 -3.081 -0.168 0.005 0.150
H -1.976 -1.608 -4.334 -0.966 0.317 -0.081
H -1.904 -3.367 -2.022 -0.066 -0.017 -0.062
H -0.744 -2.161 -2.633 -0.026 -0.230 -0.155
C 2.147 3.729 -2.893 0.897 -0.852 0.227
C 3.085 4.382 -3.900 -1.554 0.605 0.644
C 4.407 4.865 -3.315 -1.059 0.606 -0.390
O 5.266 3.843 -3.742 1.590 -1.387 -0.122
C 4.720 3.083 -4.763 3.224 -1.175 -0.149
O 5.328 2.221 -5.395 -1.469 2.074 1.704
O 3.508 3.470 -4.937 -2.761 0.478 -0.661
H 2.657 2.849 -2.503 -0.343 -0.217 0.196
H 1.184 3.443 -3.316 0.115 -0.014 -0.163
H 1.994 4.413 -2.058 0.084 0.071 -0.078
H 2.406 5.152 -4.267 0.861 0.323 -1.033
H 4.325 5.002 -2.237 0.313 -0.590 0.139
H 4.743 5.824 -3.708 0.004 -0.021 -0.330
C 8.105 -1.623 0.955 1.453 2.204 0.025
C 7.731 -2.565 -0.115 -0.051 -1.127 1.859
C 8.157 -4.051 0.155 1.463 2.045 -0.964
O 7.017 -4.734 -0.253 0.290 -1.573 0.164
C 5.951 -3.966 -0.058 -2.393 -0.240 -1.462
O 4.816 -4.414 -0.112 1.942 1.286 0.582
O 6.325 -2.674 0.008 -1.725 -0.682 -0.309
H 9.168 -1.400 0.858 0.398 -0.424 0.535
H 7.810 -1.819 1.986 0.110 -0.661 -0.216
H 7.735 -0.620 0.744 -0.588 -0.026 -0.221
H 8.043 -2.209 -1.097 -0.314 -0.107 -0.100
H 8.471 -4.316 1.165 -0.397 0.263 0.214
H 9.028 -4.184 -0.488 -0.235 -0.836 -0.193
C 7.199 2.285 -1.003 -0.701 0.648 1.057
C 6.013 1.349 -0.721 2.123 0.668 -0.734
C 4.621 1.786 -1.079 0.309 0.676 2.002
O 4.142 0.767 -1.878 -1.264 -0.943 -2.030
C 5.098 -0.110 -2.175 0.012 -1.493 -1.290
O 5.007 -1.093 -2.874 -0.598 0.823 0.477
O 6.230 0.245 -1.620 0.955 -0.239 1.238
H 7.278 2.707 -2.005 -0.095 -0.626 -0.193
H 8.103 1.789 -0.650 0.135 -0.026 -0.438
H 7.097 3.164 -0.366 -0.085 0.128 0.250
H 6.071 1.056 0.328 -0.038 -0.525 -0.119
H 4.662 2.791 -1.499 -0.649 -0.265 -0.271
H 4.006 1.674 -0.186 0.154 0.942 -0.072
C 1.918 -5.040 -0.655 -0.621 0.476 0.022
C 0.434 -5.420 -0.389 1.892 -1.236 -0.184
C 0.283 -6.381 0.805 0.716 -0.342 -0.580
O -0.393 -5.650 1.782 -0.672 1.878 -0.162
C -0.694 -4.401 1.267 -1.927 0.147 3.298
O -1.298 -3.591 1.970 1.562 -1.216 -2.050
O -0.329 -4.283 0.011 0.021 0.557 -0.392
H 1.982 -4.575 -1.638 0.162 0.196 0.125
H 2.679 -5.820 -0.608 -0.612 -0.646 -0.233
H 2.317 -4.371 0.108 -0.380 0.412 0.000
H 0.019 -5.874 -1.289 -0.269 0.432 0.015
H 1.271 -6.605 1.206 -0.077 -0.470 -0.110
H -0.291 -7.270 0.542 0.158 -0.078 0.155
C -4.169 2.556 4.588 0.471 -0.012 0.663
C -3.597 2.692 5.975 -2.163 0.286 0.820
C -2.179 2.339 6.173 -0.480 -2.392 -0.678
O -1.556 3.536 6.435 3.534 -1.159 -0.365
C -2.414 4.464 6.571 -1.263 6.153 2.184
O -2.172 5.623 6.904 0.232 -2.070 -0.862
O -3.650 4.050 6.440 -0.805 -0.252 -0.811
H -5.105 3.114 4.626 -0.113 -0.346 -0.636
H -4.254 1.491 4.373 -0.515 -0.004 -0.038
H -3.472 2.934 3.841 -0.177 0.369 -0.027
H -4.177 2.208 6.760 -0.509 -0.587 -0.475
H -1.883 1.861 5.239 0.946 -0.059 0.307
H -2.150 1.666 7.030 0.783 -0.082 -0.082
C 3.193 -0.261 -7.965 0.320 -0.659 0.541
C 2.290 -1.305 -7.325 0.430 -1.249 -1.578
C 2.804 -2.302 -6.253 0.357 1.119 -0.939
O 1.955 -2.031 -5.183 -2.171 1.388 1.589
C 1.095 -0.973 -5.456 -1.329 -0.528 4.056
O 0.307 -0.496 -4.590 2.733 -1.663 -3.370
O 1.235 -0.623 -6.700 -1.248 1.537 0.462
H 2.572 0.471 -8.482 0.161 0.001 0.030
H 3.904 -0.708 -8.659 -0.164 -0.099 -0.086
H 3.791 0.202 -7.180 -0.080 0.363 -0.008
H 1.789 -1.941 -8.054 0.173 0.268 -0.539
H 3.809 -2.050 -5.915 0.192 -0.511 -0.325
H 2.639 -3.324 -6.595 0.554 0.035 0.233
C 1.645 1.656 8.636 0.208 -0.507 1.311
C 1.736 0.704 7.456 -0.759 -0.261 1.738
C 0.426 0.029 7.091 -0.599 -0.911 1.053
O 0.289 0.286 5.726 -0.931 -0.137 -1.388
C 1.176 1.193 5.317 -0.219 -0.205 0.603
O 1.250 1.664 4.229 0.097 -0.025 -0.322
O 1.952 1.495 6.362 1.745 1.760 -2.308
H 2.436 2.403 8.700 0.170 -0.182 -0.491
H 1.734 1.096 9.567 -0.075 -0.160 0.115
H 0.704 2.199 8.715 -0.133 -0.097 -0.472
H 2.492 -0.075 7.550 0.479 0.332 0.127
H -0.400 0.432 7.678 -0.205 0.199 -0.270
H 0.383 -1.054 7.206 0.289 0.039 0.179
C -2.453 3.086 -3.059 0.750 -0.547 0.817
C -3.497 3.352 -1.993 -1.999 -0.225 -1.978
C -4.383 2.218 -1.543 -0.390 -1.846 -5.208
O -4.353 2.165 -0.217 -0.284 0.148 4.387
C -3.445 3.004 0.263 0.326 1.425 1.959
O -3.214 3.207 1.468 -0.195 -0.712 -3.845
O -2.904 3.665 -0.815 2.298 1.075 4.236
H -1.914 4.010 -3.267 0.014 -0.094 -0.185
H -2.670 2.533 -3.973 -0.917 0.461 0.066
H -1.796 2.379 -2.553 0.536 0.058 -0.012
H -4.186 4.160 -2.241 0.291 0.464 -0.340
H -4.000 1.263 -1.903 -0.084 -0.101 -0.328
H -5.365 2.366 -1.992 -0.205 -0.329 0.590
C -8.454 -2.248 -5.629 1.407 -0.896 -0.795
C -7.007 -1.746 -5.630 -2.647 -0.579 -0.320
C -6.836 -0.486 -6.446 0.532 -1.177 -0.806
O -6.412 0.367 -5.472 1.205 3.663 0.711
C -6.256 -0.189 -4.273 0.379 1.912 1.027
O -5.813 0.327 -3.290 0.327 0.670 -0.312
O -6.741 -1.368 -4.274 -0.161 -3.281 -0.733
H -9.241 -1.554 -5.331 0.444 0.120 0.273
H -8.375 -3.144 -5.013 -0.884 -0.067 -0.029
H -8.608 -2.513 -6.675 -0.506 -0.388 0.015
H -6.334 -2.504 -6.030 0.061 -0.259 0.705
H -7.712 -0.133 -6.989 -0.168 0.075 0.355
H -6.030 -0.623 -7.167 -0.002 0.128 -0.221
C -4.208 -4.116 3.254 1.587 0.654 -0.128
C -3.379 -5.297 3.841 -1.531 2.999 -1.227
C -3.666 -5.589 5.271 0.478 -1.521 0.050
O -3.988 -6.975 5.227 -1.113 -1.421 -0.155
C -4.229 -7.404 3.949 0.332 -2.912 -0.256
O -4.619 -8.556 3.660 1.213 4.570 0.849
O -3.797 -6.425 3.108 -0.490 -1.981 -0.072
H -3.761 -3.157 3.515 0.315 0.047 0.486
H -5.260 -3.985 3.509 -0.051 -0.844 -0.056
H -4.036 -4.107 2.178 -0.571 -0.288 -0.062
H -2.317 -5.071 3.740 -0.072 -0.372 -0.644
H -4.532 -5.081 5.695 0.476 0.384 0.245
H -2.691 -5.576 5.759 -0.570 0.681 0.955
C -6.324 -2.124 7.911 -0.478 0.177 -0.793
C -5.447 -0.916 7.526 -1.017 -0.458 0.164
C -4.189 -0.800 8.356 -1.327 -0.510 0.973
O -3.181 -0.844 7.394 2.366 0.647 1.905
C -3.642 -0.988 6.189 0.801 -0.207 -3.659
O -2.954 -1.003 5.181 -1.075 0.039 1.730
O -4.962 -1.099 6.203 -0.270 -0.442 -0.771
H -7.002 -2.358 7.091 -0.318 0.454 -0.008
H -6.919 -2.006 8.817 0.171 0.280 0.000
H -5.786 -3.069 7.980 0.678 0.288 0.288
H -5.913 0.068 7.462 -0.800 -0.316 0.446
H -4.156 -1.654 9.033 0.569 -0.029 -0.023
H -4.239 0.103 8.965 0.690 0.176 -0.234
C -2.627 0.724 -6.328 0.582 -0.217 0.500
C -2.194 2.109 -6.817 -0.564 -2.037 0.945
C -1.474 2.081 -8.110 1.465 -0.373 -0.679
O -2.071 3.126 -8.884 0.760 0.187 -0.160
C -3.212 3.501 -8.291 -2.915 1.780 -2.815
O -4.053 4.259 -8.834 3.117 -2.611 2.522
O -3.356 2.794 -7.173 -1.920 1.695 0.925
H -3.241 0.187 -7.050 0.082 0.165 -0.178
H -3.153 0.727 -5.373 -0.274 0.474 -0.049
H -1.741 0.137 -6.085 0.222 -0.107 -0.303
H -1.614 2.578 -6.022 -0.239 0.529 -0.027
H -1.565 1.122 -8.620 -0.274 0.065 -0.209
H -0.409 2.239 -7.938 0.006 0.348 -0.410
C 3.857 3.353 2.287 0.829 -0.300 -0.003
S 2.745 4.351 1.221 1.679 -1.697 -1.964
O 3.637 4.585 -0.038 -1.421 -0.005 1.959
C 1.714 2.869 0.739 -0.609 1.181 0.389
H 3.457 2.843 3.164 -0.705 0.360 -0.071
H 4.726 3.922 2.616 -0.271 0.538 -0.095
H 4.275 2.564 1.662 -0.220 -0.007 -0.246
H 2.178 2.227 -0.009 0.221 0.226 0.347
H 0.807 3.298 0.313 -0.030 0.030 -0.262
H 1.373 2.345 1.632 0.364 -0.078 0.092
C 2.450 -1.620 2.744 1.133 -0.355 1.078
S 4.186 -1.170 2.232 -1.190 -0.096 -0.065
O 3.979 -0.087 1.216 0.488 0.054 0.504
C 4.816 -0.532 3.818 0.013 0.315 0.938
H 2.195 -2.483 2.129 -0.295 0.343 -0.121
H 1.709 -0.824 2.811 0.344 0.255 -0.765
H 2.513 -1.954 3.780 0.162 -0.419 0.050
H 5.887 -0.339 3.880 0.093 0.219 -1.005
H 4.753 -1.294 4.595 -0.587 -0.463 -0.239
H 4.309 0.348 4.213 -0.254 0.113 -0.347
C 1.142 -1.087 -1.195 0.311 0.043 -0.400
S 0.039 0.329 -1.023 -1.037 -0.295 0.506
O -1.280 0.068 -1.725 0.919 -0.051 0.456
C -0.283 0.071 0.761 -0.015 -0.021 0.306
H 1.578 -1.048 -2.194 -0.283 -0.080 -0.192
H 0.633 -2.035 -1.021 -0.063 0.128 0.108
H 1.996 -0.966 -0.529 -0.113 0.153 0.332
H -1.094 0.691 1.141 0.032 0.436 -0.436
H 0.616 0.328 1.322 0.076 0.007 -0.162
H -0.582 -0.942 1.029 0.160 -0.313 -0.454
C 4.076 -4.213 -3.753 0.155 0.019 -1.001
S 5.154 -5.232 -4.906 -1.053 1.562 -0.866
O 4.994 -4.706 -6.343 0.264 -0.534 2.114
C 6.728 -4.599 -4.234 -0.609 -1.048 -1.231
H 4.307 -4.485 -2.723 -0.025 -0.036 -0.066
H 3.019 -4.346 -3.986 0.035 -0.618 -0.004
H 4.223 -3.147 -3.926 0.570 -0.040 0.154
H 7.415 -5.272 -4.746 0.408 0.052 0.358
H 6.652 -4.829 -3.171 0.452 0.511 0.028
H 6.920 -3.594 -4.609 -0.245 0.155 0.634
C -0.570 5.808 -1.380 -0.176 0.764 0.395
S 0.024 6.725 0.138 -0.754 0.246 -0.561
O -0.629 8.080 0.025 0.328 -1.055 0.291
C -0.821 5.743 1.488 -0.025 0.238 -0.585
H -1.660 5.801 -1.391 0.050 -0.518 0.416
H -0.071 4.846 -1.499 -0.369 -0.103 0.272
H -0.344 6.417 -2.255 0.578 0.284 0.235
H -1.707 6.273 1.838 0.102 0.300 -0.207
H -0.102 5.662 2.303 0.057 0.033 -0.121
H -1.171 4.770 1.143 0.253 -0.045 -0.105
C -3.653 -1.391 0.222 -0.586 -0.423 0.408
S -5.388 -1.142 0.766 -0.827 -1.427 0.189
O -6.002 -2.531 0.983 0.899 1.552 -0.275
C -5.186 -0.414 2.412 0.635 -0.139 0.270
H -3.743 -1.831 -0.772 -0.119 0.303 -0.121
H -3.178 -2.160 0.831 0.116 0.245 0.340
H -3.103 -0.451 0.179 -0.086 -0.098 -0.008
H -4.869 -1.116 3.183 0.220 -0.403 -0.359
H -6.129 -0.014 2.785 -0.062 0.196 -0.537
H -4.413 0.349 2.332 -0.195 0.277 -0.004
C 1.086 4.753 4.939 -0.169 0.139 -0.560
S 1.938 6.409 4.856 -1.721 0.539 -1.604
O 1.930 6.869 3.385 0.064 -0.938 2.122
C 0.549 7.344 5.656 0.394 0.045 0.178
H 0.006 4.830 5.068 0.148 0.382 0.289
H 1.505 4.085 5.691 0.125 0.321 0.118
H 1.189 4.261 3.971 0.472 0.180 -0.078
H 0.359 6.974 6.664 0.205 -0.182 0.015
H -0.399 7.291 5.122 0.278 -0.334 -0.385
H 0.835 8.393 5.722 0.233 -0.091 -0.098